(1)
74
Properties=species:S:1:pos:R:3:forces:R:3:lowdin_charge:R:1 method="wB97M-V/def2-TZVPD" smiles="COCCCCCOC(=O)I.ClC(Cl)Cl.ClC(Cl)Cl.ClC(Cl)Cl.ClC(Cl)Cl.ClC(Cl)Cl.ClC(Cl)Cl.ClC(Cl)Cl.ClC(Cl)Cl.ClC(Cl)Cl.ClC(Cl)Cl" homo_lumo_gap_ev=9.739 homo_ev=-9.76 molar_mass_g_mol=1465.86
C -5.9297 0.4583 -3.9876 -0.01 0.55 -0.22 -0.109
O -5.6973 -0.8178 -3.4421 -0.28 0.13 0.07 -0.173
C -5.5354 -0.8552 -2.0384 0.48 -0.22 0.48 -0.217
C -4.0654 -1.0337 -1.5825 -0.51 0.63 0.47 -0.204
C -3.4271 0.2689 -1.0608 -0.03 -0.09 -0.55 -0.198
C -2.7971 1.1428 -2.1593 0.34 0.55 0.62 -0.182
C -3.0259 2.6489 -1.9589 0.43 -0.03 -1.32 -0.141
O -2.7904 3.0497 -0.5831 -1.39 -0.25 0.86 -0.107
C -3.8669 3.3840 0.1541 -1.86 2.04 -0.98 -0.853
O -4.8072 4.1289 -0.1685 2.92 -2.51 0.70 -0.032
I -3.8240 2.5222 2.1309 0.20 0.27 -0.56 0.914
H -6.4977 1.1083 -3.3131 -0.04 -0.13 0.10 0.070
H -6.5125 0.3744 -4.9105 0.15 -0.24 0.13 0.090
H -4.9999 0.9950 -4.2322 -0.03 -0.18 0.03 0.073
H -6.1127 -1.6971 -1.6353 0.00 0.00 -0.40 0.117
H -5.9395 0.0393 -1.5438 -0.10 0.03 -0.30 0.114
H -3.5010 -1.4706 -2.4107 0.07 -0.12 0.22 0.104
H -4.1061 -1.7171 -0.7316 0.21 -0.15 -0.26 0.049
H -4.2120 0.8287 -0.5377 0.07 -0.05 -0.02 0.076
H -2.6620 0.0518 -0.3104 -0.10 -0.02 -0.04 0.072
H -1.7084 1.0129 -2.1792 -0.40 -0.15 0.12 0.024
H -3.1429 0.8647 -3.1614 -0.10 0.14 0.16 0.105
H -3.9936 2.9775 -2.3452 -0.12 0.07 0.56 0.121
H -2.2619 3.1696 -2.5462 -0.19 0.13 0.19 0.130
Cl -3.9076 -4.3900 -1.6119 0.14 -0.09 0.09 0.574
C -2.7989 -4.7793 -0.2916 -0.12 -0.10 -0.03 -1.519
Cl -2.0508 -3.3328 0.3994 0.00 0.02 -0.04 0.570
Cl -3.6260 -5.6970 0.9647 0.01 0.00 -0.01 0.538
H -2.0079 -5.3979 -0.6939 0.01 0.01 0.00 0.013
Cl 0.2240 -0.1548 -0.3258 -0.19 -0.31 -0.11 0.506
C 0.3098 -1.3419 -1.6309 0.06 0.03 -0.02 -1.510
Cl -0.0556 -0.5806 -3.1828 0.18 -0.19 -0.13 0.579
Cl 1.8878 -2.1235 -1.6792 -0.03 0.01 0.02 0.539
H -0.4380 -2.1006 -1.4442 -0.02 0.00 -0.01 -0.042
Cl 4.0086 -3.2689 1.2088 0.00 -0.01 0.03 0.509
C 4.4882 -1.5676 1.3114 -0.08 -0.02 -0.16 -1.538
Cl 5.5108 -1.1263 -0.0547 -0.14 0.16 0.02 0.492
Cl 3.0635 -0.5349 1.3996 0.14 0.03 0.11 0.507
H 5.0579 -1.4331 2.2184 0.08 0.00 0.06 -0.031
Cl -5.9662 5.4458 3.8474 -0.04 0.09 0.05 0.517
C -6.7507 4.9760 2.3426 0.03 -0.11 0.01 -1.576
Cl -7.7830 3.5659 2.5851 0.00 0.02 -0.01 0.516
Cl -7.6724 6.3128 1.6497 -0.02 0.06 0.02 0.555
H -5.9785 4.7086 1.6335 -0.01 -0.03 -0.05 -0.062
Cl -8.2640 3.1944 -1.3986 0.03 -0.04 0.01 0.519
C -7.9406 4.9041 -1.6911 -0.01 -0.02 0.01 -1.573
Cl -7.0127 5.1233 -3.1772 0.00 -0.01 0.01 0.525
Cl -9.4474 5.8198 -1.7425 0.06 0.00 -0.01 0.527
H -7.3488 5.2773 -0.8655 0.02 -0.01 -0.03 -0.050
Cl 7.3065 -0.1802 3.5224 0.10 -0.14 -0.13 0.513
C 7.9175 1.3942 2.9895 -0.01 0.02 -0.25 -1.562
Cl 9.3399 1.1927 1.9680 0.00 -0.01 0.03 0.544
Cl 6.6655 2.3083 2.1443 0.21 -0.21 -0.12 0.479
H 8.2082 1.9515 3.8685 -0.01 -0.01 0.04 -0.064
Cl 7.6433 -3.5845 0.7028 0.21 -0.14 0.08 0.513
C 7.6216 -4.7842 -0.5856 0.00 0.10 -0.01 -1.560
Cl 7.2003 -4.0370 -2.1284 -0.02 -0.02 0.01 0.527
Cl 9.1723 -5.6184 -0.6970 0.02 -0.03 0.00 0.520
H 6.8640 -5.5186 -0.3494 0.01 -0.01 0.00 -0.041
Cl 5.5836 4.1831 7.2805 0.01 -0.02 0.01 0.538
C 6.5874 2.9257 6.5614 -0.17 0.05 0.01 -1.515
Cl 5.7252 2.0963 5.2630 -0.08 0.21 0.41 0.538
Cl 8.1104 3.6118 5.9795 0.01 -0.04 -0.01 0.553
H 6.8199 2.2001 7.3293 0.02 0.00 -0.01 0.015
Cl 6.7210 -8.1819 0.3334 -0.10 -0.05 0.01 0.537
C 8.0589 -9.3316 0.4277 0.06 0.00 0.06 -1.556
Cl 9.0984 -8.9663 1.8030 0.00 0.01 -0.03 0.528
Cl 7.4536 -10.9847 0.5158 0.01 0.03 -0.02 0.532
H 8.6466 -9.2333 -0.4753 -0.01 0.02 -0.01 0.010
Cl 3.8753 3.4905 1.1419 -0.18 0.02 -0.13 0.503
C 3.0406 3.2165 -0.3957 -0.03 0.01 0.09 -1.523
Cl 3.8352 1.9607 -1.3377 0.00 0.00 0.01 0.528
Cl 1.3416 2.8172 -0.1200 0.13 0.31 0.02 0.504
H 3.0784 4.1391 -0.9589 0.00 0.00 0.00 0.012


(2)
48
Properties=species:S:1:pos:R:3:forces:R:3:mulliken_spin:R:1 method="wB97M-V/def2-TZVPD" homo_lumo_gap_ev="1.963 / 5.636" spin_multiplicity=6 homo_ev="2.68 / -1.03" e_above_lowest_kcal_mol=0.0 molar_mass_g_mol=459.68 charge=-2
Fe 0.2579 -0.1574 -1.7019 -0.48 -0.07 -0.12 3.569
C -2.6219 -1.6559 -0.6279 0.17 0.57 -0.28 0.012
C -1.3604 -2.1834 -0.3725 -0.02 -0.66 0.46 0.188
C -0.5795 -2.1051 -1.5350 -1.49 0.07 -1.16 -0.068
C -1.3942 -1.3743 -2.5160 0.27 -0.85 -0.48 -0.004
C -2.6380 -1.1009 -1.9252 -0.67 -0.75 0.72 0.168
H -3.4145 -1.6627 0.0934 -0.36 0.28 0.18 -0.037
H -1.0882 -2.6092 0.5933 0.18 -0.02 -0.35 -0.031
H 0.2695 -2.6886 -1.8053 0.53 -0.12 0.08 -0.012
H -1.1809 -1.2829 -3.5900 0.00 -0.10 0.45 -0.028
H -3.5579 -0.7121 -2.3602 0.48 0.22 -0.20 -0.016
C -3.6853 1.4438 0.6026 0.32 -0.07 -0.59 1.493
N -2.4478 1.6995 -0.1523 1.03 0.47 1.40 -2.465
C -2.5909 2.3392 -1.4735 1.43 -1.35 0.41 1.036
C -1.2049 1.4533 0.4646 -1.24 0.39 -0.58 0.230
N -0.1853 1.1000 -0.2880 -0.41 1.67 2.30 0.240
N -1.2187 1.5941 1.8756 0.70 -1.31 -1.24 -2.436
C -1.4721 2.9111 2.4256 1.97 0.13 0.87 2.611
C -0.3204 0.7382 2.7152 -0.37 -0.52 -1.18 0.547
H -4.1911 2.3233 1.0547 0.52 -0.15 -0.30 0.161
H -3.4466 0.7319 1.3940 -0.21 0.11 -0.07 0.063
H -4.3594 0.9797 -0.1266 -0.17 -0.03 0.31 -0.130
H -3.3407 3.1028 -1.3999 -0.35 0.44 -0.09 -0.361
H -2.8219 1.5836 -2.2395 -0.30 0.20 0.18 -0.159
H -1.6116 2.7446 -1.7772 -0.40 0.10 0.27 0.440
H 0.7287 1.2266 0.1844 -0.78 -0.18 -0.18 0.082
H -0.4637 3.4215 2.5098 -0.81 -0.02 -0.19 0.126
H -1.7681 2.8225 3.4799 -0.57 0.06 -0.36 -0.364
H -2.1004 3.5414 1.8188 -0.46 -0.04 -0.06 -0.128
H 0.4319 1.3592 3.2339 -0.37 -0.30 -0.08 0.077
H 0.2175 -0.0278 2.0757 -0.61 0.98 0.58 0.237
H -0.9662 0.1542 3.4176 0.61 0.67 -0.23 -0.289
C 2.1100 -0.3762 -1.2233 1.36 0.69 -2.51 0.141
C 2.8458 -1.1035 -0.2407 -0.02 0.13 0.60 -0.092
C 2.7275 -2.5377 -0.0425 -0.38 0.94 -0.30 0.030
C 3.4399 -3.1593 0.9512 1.03 -0.01 1.25 -0.016
C 4.3975 -2.4517 1.7437 -0.88 -0.56 -0.14 0.036
C 4.4787 -1.0735 1.5794 -0.37 -0.36 -0.14 0.004
C 3.6706 -0.3717 0.6847 0.70 -1.77 -0.63 0.072
H 2.0305 -3.1137 -0.6843 0.53 0.54 0.52 0.001
H 3.2588 -4.2047 1.2227 0.11 0.14 -0.44 -0.001
H 4.9809 -2.9564 2.5392 -0.43 0.27 -0.64 0.002
H 5.1880 -0.5653 2.1948 0.39 0.58 0.34 -0.008
H 3.8646 0.6757 0.5163 -0.38 0.23 0.03 -0.020
Cl 4.3563 1.3347 -2.7913 1.11 0.68 -0.68 -0.005
Si 2.6693 0.1793 -2.8437 -1.08 -0.91 4.90 0.075
Cl 2.9496 -1.3788 -4.0818 0.51 -0.89 -1.74 0.006
Cl 1.1573 1.3926 -3.5724 -0.38 0.49 -0.88 0.023


(3)
51
Properties=species:S:1:pos:R:3:forces:R:3:mulliken_spin:R:1 method="wB97M-V/def2-TZVPD" homo_lumo_gap_ev="8.158 / 5.074" spin_multiplicity=6 homo_ev="-13.82 / -14.56" e_above_lowest_kcal_mol=11.3 molar_mass_g_mol=613.66 charge=+2
Ru -0.0631 -0.3682 0.3034 1.97 -0.61 2.05 4.040
P 0.0786 -1.6099 -1.5006 -0.23 -2.82 -3.22 0.049
C -1.6093 -2.3025 -1.5657 -0.77 0.12 -0.82 0.080
C -2.4138 -2.1887 -0.3107 -0.27 0.17 -0.32 -0.025
N -2.0088 -1.2032 0.4983 -0.79 -0.20 0.57 0.050
C -2.7862 -0.7818 1.5059 -0.95 -0.37 0.30 0.011
C -3.9791 -1.4391 1.8023 0.22 0.80 0.20 0.005
C -4.4251 -2.4849 1.0083 0.60 -0.32 0.17 0.016
C -3.6203 -2.8471 -0.0593 0.23 -0.05 -0.64 0.011
C -2.2932 0.4244 2.2468 0.53 0.09 0.69 0.050
P -1.0897 1.3710 1.2106 -1.84 4.18 1.23 0.151
H -3.9467 -3.5909 -0.7671 -0.01 -0.23 -0.02 0.001
H -4.5685 -1.0833 2.6324 -0.08 0.02 0.10 0.001
H -5.3397 -3.0367 1.2536 0.33 0.38 -0.26 0.000
H -3.0853 1.1103 2.5941 0.20 -0.36 -0.27 0.009
H -1.7260 0.1258 3.1400 -0.17 -0.10 -0.04 0.009
H -2.1106 -1.5547 -2.2871 0.13 -1.14 1.05 -0.016
H -1.7256 -3.2921 -2.0320 0.54 0.21 0.16 0.013
H -2.3904 0.1970 -2.6748 0.68 1.17 0.27 0.005
O -3.0461 -0.4425 -2.9033 -1.69 -0.89 -0.82 0.002
H -2.8346 -0.7527 -3.7835 -0.31 0.10 -0.59 0.000
H -0.6952 1.0593 -1.3598 -0.55 0.77 -1.18 0.032
O -1.4193 1.2676 -2.0117 0.77 0.17 -0.01 -0.022
H -1.1177 1.8218 -2.7481 0.35 0.11 0.40 -0.012
C -2.1590 2.6083 0.3641 0.21 -0.30 -0.07 0.047
H -3.0458 2.8290 0.9568 0.10 0.04 0.10 0.004
H -1.5908 3.5226 0.1792 -0.01 -0.07 0.10 0.005
H -2.4339 2.1959 -0.6016 -0.38 0.22 0.26 -0.009
C -0.0169 2.3885 2.2746 0.06 -0.31 0.21 0.045
H 0.5335 3.0880 1.6253 -0.23 -0.21 0.26 0.004
H -0.5966 2.9368 3.0337 0.20 -0.13 -0.30 0.014
H 0.7005 1.7096 2.7500 -0.08 0.31 0.09 -0.017
C 1.0237 -3.0953 -1.2079 1.01 -0.15 0.07 0.051
H 0.8625 -3.8494 -1.9875 -0.12 0.20 0.11 0.010
H 2.0746 -2.8017 -1.2262 0.15 -0.31 0.20 0.002
H 0.7598 -3.5080 -0.2272 0.11 0.04 -0.19 -0.004
C 0.5900 -0.9377 -3.1059 -0.13 -0.01 0.05 0.050
H 1.6677 -0.7564 -2.9946 -0.22 0.05 -0.21 0.005
H 0.4143 -1.6398 -3.9358 0.02 0.28 0.27 0.012
H 0.0609 0.0191 -3.2413 0.40 -0.60 -0.27 -0.023
Cl 2.9273 0.7698 -0.2743 0.13 0.36 -0.38 0.063
C 2.8632 -0.2786 1.0758 0.62 -0.74 1.20 -0.049
C 1.5917 -0.7915 1.4148 0.58 -0.57 0.73 0.330
C 1.5206 -1.6852 2.5090 1.80 0.25 0.22 -0.144
Cl -0.0191 -2.3178 2.8949 -0.30 -0.24 0.16 0.042
C 2.6711 -2.0492 3.2513 -0.68 0.26 -0.52 -0.038
Cl 2.5201 -3.1398 4.5622 0.09 0.15 -0.16 0.000
C 3.9431 -1.5130 2.8970 -0.55 0.01 -0.23 0.141
Cl 5.3392 -1.9769 3.7637 -0.49 0.20 -0.28 0.042
C 4.0389 -0.6108 1.8053 -1.02 0.11 -0.38 -0.043
Cl 5.5495 0.0629 1.3809 -0.18 -0.05 -0.04 -0.001